98
Properties=species:S:1:pos:R:3 method="wB97M-V/def2-TZVPD" total_charge=+1 de_lowest_kj_mol=14.6 total_energy_ev=-100440.59558 homo_energy_ha=-0.3788 lumo_energy_ev=-2.1188 spin_multiplicity=1
Ca -0.98943 -0.88440 -0.76585
S -2.90302 1.85377 1.86548
P 1.23117 1.07204 1.10890
N -0.08020 0.00565 3.33874
N -0.49022 1.40731 -1.12270
N -0.13851 3.25568 0.01024
N -0.47107 -1.16106 1.51915
N 1.43149 -0.90786 -0.86797
N 3.39667 -0.19529 -0.19921
N -3.04251 -0.18016 -0.07306
C 3.62641 -1.14230 -1.17510
C 1.95060 -2.50026 -2.63469
C 0.96638 -4.26257 -4.55582
C -0.95255 3.58670 -1.04185
C -0.66383 -1.50047 6.16131
C -1.98561 -3.91242 3.47130
C 2.54283 -3.74508 -2.80989
C -3.08054 0.79036 -4.55756
C 0.31954 1.09676 4.21432
C 0.23212 4.15942 1.08790
C 5.26888 -1.45636 -2.99413
C -2.65798 -5.11498 3.32859
C 0.13922 -0.08965 2.00712
C 7.45176 -2.36517 -2.56661
C -1.37732 7.27583 -1.69032
C -2.81766 -0.95493 5.22430
C 7.15141 -2.45617 -1.21474
C 2.05070 -4.61906 -3.76802
C 0.87080 -2.13579 -3.44477
C -1.86887 2.21261 -3.01856
C -2.64669 3.07052 -5.14205
C 2.38409 -1.55726 -1.59306
C 4.42166 0.56942 0.50057
C -3.19032 -5.47976 2.10225
C -3.39280 -1.07864 6.47938
C -1.24326 -1.62104 7.41510
C -2.42560 0.97849 -3.34989
C 6.50919 -1.86783 -3.45530
C -1.83433 -3.04169 2.39190
C -2.91961 5.05994 -1.03156
C -2.37070 -3.42359 1.16403
C -0.77262 6.03805 -1.53286
C -3.02963 0.67102 0.73780
C -3.51962 6.29882 -1.19250
C -2.74842 7.40478 -1.52272
C -1.44964 -1.17089 5.06199
C 0.37753 -3.01501 -4.39794
C 2.05374 -0.08577 -0.04087
C -2.60565 -1.41272 7.57290
C -1.54238 4.92657 -1.20631
C -3.04098 -4.62830 1.01736
C -1.10366 -1.77716 2.56304
C -1.98877 3.25532 -3.93687
C -1.14747 2.42517 -1.75496
C 5.90920 -2.05196 -0.75128
C 4.96189 -1.54468 -1.63841
C 0.11071 1.92713 -0.06103
C -0.88573 -1.04100 3.70661
C -3.19545 1.83803 -5.45959
H 0.28961 2.03027 3.65967
H 4.53295 -1.06523 -3.68519
H 0.29574 5.93185 -1.67954
H -0.39435 1.15534 5.03133
H 8.42034 -2.68460 -2.92686
H 5.31467 0.59273 -0.11796
H -3.50426 4.18914 -0.76249
H -2.72489 3.89484 -5.83813
H 4.06586 1.58380 0.65992
H 3.38073 -4.03358 -2.18803
H -3.41791 -0.68569 4.36403
H -0.44690 -2.71311 -5.03098
H 7.88087 -2.85127 -0.52038
H 4.65661 0.10739 1.45795
H -0.63345 -1.88263 8.26931
H -3.45769 -4.89254 0.05462
H -0.53734 4.92251 1.17139
H -3.71189 1.69501 -6.39895
H -0.78029 8.13987 -1.94949
H -2.76044 -5.77280 4.18121
H 0.58737 -4.94982 -5.29990
H 2.51327 -5.58854 -3.89565
H 0.27357 3.60529 2.02090
H -3.51745 -0.17397 -4.78170
H -4.58755 6.40317 -1.05781
H -4.45381 -0.91198 6.60540
H -3.21723 8.37166 -1.64886
H -2.41382 0.13298 -2.66853
H 6.74235 -1.79669 -4.50903
H 5.66933 -2.14789 0.30082
H 1.19311 4.63005 0.88630
H -1.56582 -3.65381 4.43348
H -3.05586 -1.50989 8.55181
H -3.71733 -6.41741 1.99087
H -1.55456 4.21990 -3.71207
H -2.32729 -2.79143 0.28225
H 0.39732 -1.67834 6.03300
H 0.46230 -1.12994 -3.37717
H 1.31875 0.92731 4.61229